1.
47
Properties=species:S:1:pos:R:3:forces:R:3 method="wB97M-V/def2-TZVPD" e_lumo_ha=0.012 e_homo_ev=-8.49 charge=0 de_lowest_kcal_mol=2.3 e_tot_ev=-35861.4636 homo_lumo_gap_ev=8.8 smiles="CCOC(=O)c1oc2ccccc2c1COC(=O)CNC(=O)c1ccccc1"
C 5.77700 0.00126 -0.59879 -0.4 0.2 0.1
C 4.82001 1.16478 -0.77612 0.4 0.2 -0.3
O 3.61546 0.86256 -0.06815 -0.2 -0.3 0.2
C 2.62854 1.75770 -0.18870 0.0 0.5 -0.2
O 2.73242 2.79231 -0.79616 -0.1 -0.1 0.1
C 1.41002 1.33177 0.52165 0.0 -1.0 0.6
O 0.36485 2.19477 0.48527 0.1 0.5 -0.3
C -0.65030 1.61210 1.14586 -0.2 -1.0 0.6
C -1.92405 2.12110 1.35817 0.2 0.2 -0.1
C -2.80402 1.33083 2.06555 0.1 0.1 0.0
C -2.43384 0.07028 2.54497 0.0 -0.1 0.1
C -1.17146 -0.43685 2.34019 0.0 0.0 0.0
C -0.25861 0.34677 1.63148 -0.3 0.6 -0.2
C 1.10260 0.19077 1.22276 0.5 0.5 -0.4
C 1.93327 -1.03824 1.40578 0.0 0.2 0.4
O 1.71624 -1.87907 0.26381 0.5 0.0 -0.2
C 0.73097 -2.75943 0.31674 -0.2 -0.5 -0.2
O 0.16950 -3.12658 1.31825 0.0 0.0 0.1
C 0.27622 -3.13807 -1.09223 0.2 0.3 0.2
N -0.93582 -2.36700 -1.29803 -0.2 -0.3 0.0
C -0.86039 -1.01756 -1.49668 -0.1 -0.1 -0.2
O 0.17913 -0.47256 -1.81065 0.1 0.1 -0.1
C -2.13863 -0.26350 -1.35881 -0.2 0.3 0.1
C -3.22858 -0.70827 -0.61646 0.1 0.0 -0.2
C -4.36598 0.07302 -0.51896 -0.1 0.0 0.0
C -4.42744 1.30322 -1.15132 -0.1 0.0 0.0
C -3.33862 1.76262 -1.87395 0.0 0.0 0.0
C -2.20111 0.98584 -1.97280 0.1 -0.1 0.0
H 6.02101 -0.12991 0.45221 0.1 0.0 0.1
H 5.31955 -0.91270 -0.96752 0.0 -0.1 -0.1
H 6.69110 0.19194 -1.15339 0.1 0.0 0.0
H 5.24078 2.09605 -0.37954 -0.1 -0.1 -0.1
H 4.57587 1.32422 -1.83176 0.0 0.0 0.2
H -2.20089 3.09055 0.97828 -0.1 0.1 0.0
H -3.80433 1.69027 2.25281 -0.1 0.1 0.0
H -3.16040 -0.51443 3.08914 -0.1 -0.1 0.1
H -0.89526 -1.41657 2.69818 0.0 -0.1 0.0
H 2.99674 -0.80472 1.41274 -0.2 -0.1 0.0
H 1.63669 -1.57527 2.31261 0.1 0.1 -0.1
H 0.05393 -4.20052 -1.17927 0.1 0.1 0.1
H 1.02306 -2.81919 -1.82002 -0.1 -0.1 0.0
H -1.77462 -2.74767 -0.88954 0.1 0.1 -0.1
H -3.19903 -1.64739 -0.08238 0.0 -0.1 0.1
H -5.20753 -0.28008 0.05850 -0.1 0.0 0.1
H -5.32012 1.90590 -1.07279 -0.1 0.1 0.0
H -3.37649 2.72675 -2.35830 0.0 0.1 -0.1
H -1.33744 1.32820 -2.52264 0.1 0.0 0.0


2.
49
Properties=species:S:1:pos:R:3:forces:R:3 method="wB97M-V/def2-TZVPD" e_lumo_ha=0.055 e_homo_ev=-2.97 charge=-1 e_tot_ev=-58086.4058 homo_lumo_gap_ev=4.5
C -1.76985 -1.22572 0.49697 -0.3 -0.2 0.1
C -1.69421 0.22923 0.06207 0.4 1.6 1.5
C -1.16388 1.22014 0.97121 0.6 -2.0 1.0
C -0.64766 2.51808 0.46538 -0.5 0.5 -0.2
C 0.87983 2.53859 0.60034 -0.5 -0.1 -0.1
C 1.06628 2.56616 2.09759 0.0 -0.4 0.4
O 0.43637 1.43758 2.79411 1.1 1.2 0.4
C -0.65697 0.80511 2.29968 -2.0 -0.6 -2.1
O -1.16700 -0.10290 2.96080 1.2 0.8 0.6
O -2.06229 0.58373 -1.06554 -0.3 -0.5 -1.3
H -0.83924 -1.73451 0.21927 -0.1 0.0 0.0
H -1.87650 -1.26358 1.58485 0.0 -0.2 -0.4
H -2.60392 -1.74809 0.00980 0.3 0.1 -0.1
H -1.03772 2.71472 -0.54939 0.2 -0.1 0.5
H -1.01059 3.28965 1.18144 0.0 0.1 -0.8
H 1.30300 1.63985 0.14646 0.1 0.0 0.0
H 1.33515 3.41442 0.12408 0.1 0.1 0.2
H 2.11128 2.60777 2.41828 -0.1 -0.5 0.0
H 0.61775 3.49917 2.45524 -0.1 -0.1 0.2
C -5.76987 5.73230 6.34087 -0.2 -0.4 -0.3
C -5.15047 4.87646 5.42391 -0.1 0.0 0.0
C -5.93376 3.96377 4.71495 0.0 -0.1 0.0
C -7.30372 3.90273 4.92202 -0.3 -0.1 0.3
C -7.93630 4.74347 5.83606 0.2 0.0 -0.1
C -7.15755 5.66383 6.54098 0.1 -0.2 -0.3
S -8.18057 2.64960 3.97368 1.2 0.5 -0.4
O -8.33800 1.46205 4.77792 -0.3 0.6 -0.3
O -9.29750 3.26019 3.28845 0.2 -0.4 0.4
C -6.83814 2.38574 2.82522 -0.7 0.6 -0.8
C -7.08891 2.31230 1.49275 -0.5 0.4 1.3
C -6.27008 1.75581 0.46581 1.4 0.0 -1.1
C -5.35876 0.68436 0.68099 -0.6 0.3 -0.4
C -4.89352 -0.03415 -0.42618 -0.4 0.5 0.2
C -5.21958 0.38356 -1.72275 -0.4 0.2 0.6
C -5.97050 1.54851 -1.93964 0.3 0.0 0.4
C -6.46479 2.25091 -0.84261 -0.2 -0.3 -0.1
S -5.26736 2.80264 3.49836 0.5 -0.7 0.3
O -4.47502 3.54603 2.54997 -0.5 -0.3 0.5
O -4.72590 1.65368 4.18028 0.0 0.7 -0.1
H -5.17274 6.45802 6.89019 -0.1 -0.2 -0.1
H -4.07585 4.91838 5.24136 -0.3 0.0 0.1
H -9.01903 4.68289 5.95635 0.3 0.1 0.1
H -7.63811 6.33880 7.24024 0.1 0.0 0.0
H -8.06726 2.67569 1.14974 0.1 -0.5 0.3
H -5.07232 0.41544 1.70131 -0.2 -0.2 -0.3
H -4.32393 -0.94051 -0.25522 0.0 0.4 -0.2
H -4.90813 -0.21800 -2.55954 0.2 0.0 -0.1
H -6.16577 1.89306 -2.95579 0.1 0.0 0.3
H -7.01107 3.20262 -0.95484 0.1 -0.7 -0.1


3.
56
Properties=species:S:1:pos:R:3:forces:R:3 method="wB97M-V/def2-TZVPD" e_lumo_ha=0.085 e_homo_ev=-7.07 charge=-1 de_lowest_kcal_mol=0.0 e_tot_ev=-67372.3966 homo_lumo_gap_ev=9.4
Ba 0.88708 -0.60580 -0.33870 -0.9 0.3 -0.6
O 1.42239 -0.21479 2.26010 0.2 -0.1 -0.1
S 2.68369 0.50588 2.03114 0.0 0.0 -0.1
O 2.99969 1.48718 3.03287 -0.1 0.1 0.0
O 2.70975 1.02962 0.65086 0.2 -0.3 0.2
C 4.00585 -0.74620 2.16326 0.1 0.0 0.0
C 4.96428 -0.37510 3.10557 -0.1 0.0 -0.1
C 6.04457 -1.18029 3.42049 0.1 0.0 0.0
C 6.18471 -2.39906 2.79020 0.0 0.0 0.0
C 5.25167 -2.78578 1.84396 -0.1 0.1 0.0
C 4.16019 -1.98824 1.50117 0.0 0.0 0.0
S 3.16172 -2.75983 0.17684 0.0 0.0 0.0
O 1.78266 -2.90621 0.67152 0.2 0.1 0.2
O 3.81743 -4.00980 -0.09868 0.0 -0.1 -0.1
O 3.18097 -1.80747 -0.94811 0.1 0.0 0.3
H 4.83499 0.57343 3.60281 0.0 0.0 0.0
H 6.76212 -0.84824 4.16042 0.0 0.0 0.0
H 7.01439 -3.05494 3.02253 0.0 0.0 0.0
H 5.35839 -3.73208 1.33737 0.0 0.0 0.0
C -2.87727 0.74455 -4.36893 0.0 0.0 0.0
C -1.82877 1.84857 -4.44485 0.0 0.0 0.0
C -1.49884 2.47025 -3.07840 0.0 0.0 0.0
C -0.41656 3.55566 -3.25120 0.0 0.0 0.0
C 0.00332 4.23130 -1.95099 0.0 0.0 0.0
C -2.74950 3.13404 -2.53671 0.0 0.1 -0.1
O -3.35331 3.98826 -3.15870 0.0 0.0 0.0
N -3.16128 2.72368 -1.30484 0.1 0.0 0.0
C -2.53870 1.75897 -0.48458 -0.1 -0.1 -0.2
O -3.07611 1.51979 0.58666 0.0 0.1 0.0
N -1.42962 1.13273 -0.93937 0.1 -0.1 0.1
C -0.94169 1.38743 -2.16004 0.1 -0.1 0.0
O 0.03503 0.74014 -2.58971 0.0 0.1 0.1
H -3.07928 0.33452 -5.35924 0.0 0.0 0.0
H -3.82219 1.12124 -3.96957 0.0 0.0 0.0
H -2.54040 -0.07594 -3.73201 0.0 0.0 0.0
H -2.17024 2.65332 -5.09817 0.0 0.0 0.0
H -0.89682 1.45117 -4.84785 0.0 0.0 0.0
H -0.81205 4.29471 -3.95088 0.0 0.0 0.0
H 0.44377 3.07268 -3.71708 0.0 0.0 0.0
H -0.84415 4.71485 -1.45937 0.0 0.0 0.0
H 0.75314 4.99898 -2.14441 0.0 0.0 0.0
H 0.43843 3.51841 -1.24785 0.0 0.0 0.0
H -3.98904 3.15352 -0.92007 0.0 0.0 0.0
N -1.64935 -2.29035 -0.98167 0.0 0.0 0.1
C -2.06266 -2.38197 0.08838 0.0 0.0 0.1
C -2.53859 -2.46483 1.44565 0.1 0.0 -0.1
C -2.46457 -3.68016 2.12346 0.0 0.0 0.0
C -2.89005 -3.74608 3.43765 0.0 0.0 0.0
C -3.37685 -2.60585 4.06631 0.0 0.0 0.0
C -3.43831 -1.39850 3.38556 0.0 0.0 0.0
C -3.01822 -1.31453 2.06710 0.0 0.0 0.0
H -2.06213 -4.55058 1.62313 0.0 0.0 0.0
H -2.82990 -4.68273 3.97569 0.0 0.0 0.0
H -3.69864 -2.65898 5.09870 0.0 0.0 0.0
H -3.80308 -0.50936 3.88196 0.0 0.0 0.0
H -3.04207 -0.37120 1.53064 0.0 0.0 0.0


Which of these has the highest charge?
C21H19NO6


Among the records above, which one has the highest charge?
C21H19NO6


Which value of charge does entry 1 give?
0


What did the first record say?
47
Properties=species:S:1:pos:R:3:forces:R:3 method="wB97M-V/def2-TZVPD" e_lumo_ha=0.012 e_homo_ev=-8.49 charge=0 de_lowest_kcal_mol=2.3 e_tot_ev=-35861.4636 homo_lumo_gap_ev=8.8 smiles="CCOC(=O)c1oc2ccccc2c1COC(=O)CNC(=O)c1ccccc1"
C 5.77700 0.00126 -0.59879 -0.4 0.2 0.1
C 4.82001 1.16478 -0.77612 0.4 0.2 -0.3
O 3.61546 0.86256 -0.06815 -0.2 -0.3 0.2
C 2.62854 1.75770 -0.18870 0.0 0.5 -0.2
O 2.73242 2.79231 -0.79616 -0.1 -0.1 0.1
C 1.41002 1.33177 0.52165 0.0 -1.0 0.6
O 0.36485 2.19477 0.48527 0.1 0.5 -0.3
C -0.65030 1.61210 1.14586 -0.2 -1.0 0.6
C -1.92405 2.12110 1.35817 0.2 0.2 -0.1
C -2.80402 1.33083 2.06555 0.1 0.1 0.0
C -2.43384 0.07028 2.54497 0.0 -0.1 0.1
C -1.17146 -0.43685 2.34019 0.0 0.0 0.0
C -0.25861 0.34677 1.63148 -0.3 0.6 -0.2
C 1.10260 0.19077 1.22276 0.5 0.5 -0.4
C 1.93327 -1.03824 1.40578 0.0 0.2 0.4
O 1.71624 -1.87907 0.26381 0.5 0.0 -0.2
C 0.73097 -2.75943 0.31674 -0.2 -0.5 -0.2
O 0.16950 -3.12658 1.31825 0.0 0.0 0.1
C 0.27622 -3.13807 -1.09223 0.2 0.3 0.2
N -0.93582 -2.36700 -1.29803 -0.2 -0.3 0.0
C -0.86039 -1.01756 -1.49668 -0.1 -0.1 -0.2
O 0.17913 -0.47256 -1.81065 0.1 0.1 -0.1
C -2.13863 -0.26350 -1.35881 -0.2 0.3 0.1
C -3.22858 -0.70827 -0.61646 0.1 0.0 -0.2
C -4.36598 0.07302 -0.51896 -0.1 0.0 0.0
C -4.42744 1.30322 -1.15132 -0.1 0.0 0.0
C -3.33862 1.76262 -1.87395 0.0 0.0 0.0
C -2.20111 0.98584 -1.97280 0.1 -0.1 0.0
H 6.02101 -0.12991 0.45221 0.1 0.0 0.1
H 5.31955 -0.91270 -0.96752 0.0 -0.1 -0.1
H 6.69110 0.19194 -1.15339 0.1 0.0 0.0
H 5.24078 2.09605 -0.37954 -0.1 -0.1 -0.1
H 4.57587 1.32422 -1.83176 0.0 0.0 0.2
H -2.20089 3.09055 0.97828 -0.1 0.1 0.0
H -3.80433 1.69027 2.25281 -0.1 0.1 0.0
H -3.16040 -0.51443 3.08914 -0.1 -0.1 0.1
H -0.89526 -1.41657 2.69818 0.0 -0.1 0.0
H 2.99674 -0.80472 1.41274 -0.2 -0.1 0.0
H 1.63669 -1.57527 2.31261 0.1 0.1 -0.1
H 0.05393 -4.20052 -1.17927 0.1 0.1 0.1
H 1.02306 -2.81919 -1.82002 -0.1 -0.1 0.0
H -1.77462 -2.74767 -0.88954 0.1 0.1 -0.1
H -3.19903 -1.64739 -0.08238 0.0 -0.1 0.1
H -5.20753 -0.28008 0.05850 -0.1 0.0 0.1
H -5.32012 1.90590 -1.07279 -0.1 0.1 0.0
H -3.37649 2.72675 -2.35830 0.0 0.1 -0.1
H -1.33744 1.32820 -2.52264 0.1 0.0 0.0